Entry 1:
Computed, not measured: C21H25IrN4O5 as an isolated structure, with wB97M-V/def2-TZVPD.

Cartesian coordinates (Å):
Ir1 -0.00610 -0.10319 -0.13991
C1 0.99030 0.78881 2.66636
N1 0.99832 -0.41078 1.79447
C2 0.38389 -1.52498 2.60688
C3 -0.43821 -2.52509 1.81583
C4 -1.81436 -1.96357 1.48848
N2 -1.69667 -0.61623 0.90203
C5 -2.76414 0.09129 0.76182
C6 -2.80815 1.45895 0.34836
C7 -4.06287 2.08036 0.20319
C8 -4.16068 3.42961 -0.01955
C9 -2.98941 4.19568 -0.06381
C10 -1.74710 3.62075 0.08244
C11 -1.63271 2.23752 0.26238
O1 -0.41790 1.72675 0.42362
C12 2.40288 -0.79070 1.45823
C13 3.27725 0.31498 0.84833
C14 2.61671 1.31937 -0.09742
N3 1.67176 0.70807 -1.02224
C15 1.93136 0.62099 -2.27615
C16 1.02391 0.13846 -3.27959
C17 1.51525 -0.19322 -4.54996
C18 0.66489 -0.64890 -5.53050
C19 -0.69976 -0.75287 -5.25279
C20 -1.21230 -0.40776 -4.01797
C21 -0.35846 0.04229 -3.00972
O2 -0.87715 0.42467 -1.84691
H1 1.53487 0.56124 3.58652
H2 -0.03670 1.04955 2.90621
H3 1.44871 1.64180 2.18195
H4 -0.25506 -1.05542 3.35493
H5 1.19080 -2.02304 3.14647
H6 -0.56202 -3.43327 2.40612
H7 0.09942 -2.81825 0.91655
H8 -2.38924 -1.86760 2.41343
H9 -2.35650 -2.61556 0.80660
H10 -3.70856 -0.36661 1.05524
H11 -4.95488 1.46950 0.27505
H12 -5.12499 3.89986 -0.14526
H13 -3.05915 5.26509 -0.21595
H14 -0.84344 4.21306 0.04601
H15 2.33999 -1.63887 0.78044
H16 2.89302 -1.14068 2.37116
H17 4.07650 -0.20454 0.31686
H18 3.75975 0.89659 1.63559
H19 3.38233 1.86272 -0.65376
H20 2.04666 2.06518 0.45597
H21 2.91046 0.96681 -2.60649
H22 2.57590 -0.09251 -4.74729
H23 1.04653 -0.92294 -6.50336
H24 -1.37328 -1.11228 -6.02006
H25 -2.26824 -0.48485 -3.79961
O3 -1.05663 -2.14848 -1.14306
N4 0.07972 -2.53217 -1.48207
O4 0.32495 -3.47200 -2.16910
O5 1.03002 -1.79947 -0.96785

## Properties
**Expectation value of S²**: 0.7556
**ΔE to the lowest compared entry with this formula, charge and spin**: 22.8 kcal per mole
**Spin multiplicity**: 2
**Total energy**: -1514.44521 Ha
**Gap between HOMO and LUMO (alpha / beta)**: 0.2816 / 0.2025 Ha
**Total charge**: +1
**LUMO level (alpha / beta)**: -3.4284 / -5.5700 eV

Here are the Löwdin charges for atoms 1 to 4, given in e:
1 Ir 1.672
2 C -0.052
3 N -0.285
4 C -0.158

***

Entry 2:
Computed, not measured: C21H25MoN9O5 as an isolated structure, with wB97M-V/def2-TZVPD.

Cartesian coordinates (Å):
Mo1 0.34231 -0.22245 0.34453
C1 5.43278 -1.03682 -1.80543
O1 4.31637 -0.64417 -1.00007
C2 4.02051 0.66685 -0.95138
C3 4.74475 1.69113 -1.55271
C4 4.33509 3.01678 -1.43503
C5 3.19597 3.34450 -0.72968
C6 2.44039 2.33057 -0.13538
C7 1.26081 2.67418 0.64207
N1 0.39121 1.79985 0.98386
N2 -0.57877 2.16927 1.90867
C8 -1.28371 1.13998 2.21943
O2 -1.06741 -0.03855 1.56048
C9 -2.26009 1.13560 3.30209
C10 -2.42166 2.28168 4.08625
C11 -3.28764 2.25263 5.16233
C12 -3.98849 1.08865 5.46062
C13 -3.83601 -0.04734 4.67712
C14 -2.97034 -0.02830 3.59555
C15 2.88000 1.01148 -0.23257
O3 2.15536 0.00350 0.38238
H1 5.45895 -2.12029 -1.76590
H2 6.36318 -0.63768 -1.40091
H3 5.29739 -0.70756 -2.83641
H4 5.64265 1.46145 -2.10662
H5 4.92435 3.79335 -1.90169
H6 2.87662 4.37407 -0.63895
H7 1.12860 3.69224 0.99932
H8 -1.85955 3.17517 3.85214
H9 -3.41008 3.13163 5.77974
H10 -4.65531 1.06760 6.31213
H11 -4.38477 -0.94801 4.91464
H12 -2.83880 -0.91002 2.98283
N3 -3.48383 0.23386 0.17869
N4 -3.50937 0.84731 -1.06686
C16 -2.44426 0.93833 -1.86048
N5 -2.63015 1.58127 -3.00305
N6 -1.25487 0.36366 -1.44226
N7 -0.20582 0.35500 -2.30831
O4 0.81717 -0.08873 -1.73895
O5 -0.19656 0.61389 -3.48503
H13 -4.24543 -0.43249 0.24238
H14 -3.58328 0.93641 0.90530
H15 -4.35125 1.32684 -1.36381
H16 -3.52345 1.99460 -3.21983
H17 -1.87908 1.65221 -3.67199
C17 -0.83161 -3.85216 -3.50046
C18 -0.35661 -3.40608 -2.16094
C19 0.67463 -3.85823 -1.36626
C20 0.63789 -3.08348 -0.20402
N8 -0.34113 -2.16236 -0.29280
N9 -0.92056 -2.37311 -1.50670
C21 1.47656 -3.22689 1.02434
H18 -0.26006 -4.71618 -3.82729
H19 -0.70026 -3.05712 -4.23550
H20 -1.88622 -4.12812 -3.47791
H21 1.34451 -4.67208 -1.58290
H22 -1.78767 -1.91080 -1.72644
H23 1.57255 -4.28289 1.27231
H24 1.02125 -2.72096 1.87687
H25 2.48222 -2.83267 0.86845

## Properties
**ΔE to the lowest compared entry with this formula, charge and spin**: 0.0 kcal per mole
**Total energy**: -1751.81891 Ha
**Gap between HOMO and LUMO (alpha / beta)**: 0.2496 / 0.2506 Ha
**Total charge**: +2
**LUMO level (alpha / beta)**: -6.9479 / -6.9276 eV

Here are the Löwdin charges for atoms 1 to 4, given in e:
1 Mo 1.819
2 C -0.033
3 O -0.057
4 C -0.219